23
Properties=species:S:1:pos:R:3:forces:R:3 method="wB97M-V/def2-TZVPD" e_tot_ha=-525.88268 homo_energy_ev=-9.47 e_above_lowest_kj_mol=767.7 lumo_energy_ha=-0.0076 homo_lumo_gap_ha=0.34054
C -1.124 -1.897 -0.459 0.161 1.731 3.335
C -0.415 -1.681 1.012 -2.499 -0.094 0.267
C -0.727 -0.358 1.814 2.970 -3.175 -2.943
C 0.371 0.706 1.436 -3.626 1.326 1.560
C 0.278 1.287 0.081 -0.441 1.156 -3.827
H -1.435 -3.486 -1.489 1.599 -0.439 0.261
H 0.144 -2.570 -1.643 -2.350 -4.376 2.433
H -2.285 -1.870 -0.220 2.311 0.209 -0.987
H -0.698 -1.143 -1.241 -1.836 -0.514 1.826
H -0.787 -2.516 1.696 0.650 0.631 -1.338
H 0.654 -1.744 0.911 0.554 -0.479 -0.210
H -1.666 -0.057 1.527 -2.169 1.184 -0.594
H -0.742 -0.630 2.847 0.443 0.486 0.818
H -0.281 1.363 2.022 1.247 1.571 0.440
H 1.952 1.387 2.944 -0.918 -3.853 -3.879
H 1.845 -0.886 2.265 -0.677 5.310 -1.149
H 2.567 1.365 -1.014 -5.822 -0.517 0.837
N -0.630 -3.244 -0.845 1.201 3.276 -4.743
N 1.690 0.497 1.836 3.302 -1.506 5.449
N -0.839 1.688 -0.568 -0.031 -3.266 0.528
N -0.654 1.501 -1.953 3.443 2.333 3.004
N 0.656 1.453 -2.099 -0.916 -0.743 -1.378
N 1.268 1.310 -0.930 3.403 -0.252 0.292

---

23
Properties=species:S:1:pos:R:3:forces:R:3 method="wB97M-V/def2-TZVPD" e_tot_ha=-351.26749 homo_energy_ev=-8.73 e_above_lowest_kj_mol=164.6 lumo_energy_ha=0.0369 homo_lumo_gap_ha=0.35774
C 2.137 -3.063 -0.226 1.457 -0.887 -1.730
C 1.139 -2.027 -0.471 -2.641 -1.013 2.080
C 1.421 -0.840 -1.034 1.139 2.384 -0.461
C 0.456 0.104 -1.368 -3.433 -2.637 1.321
C -0.964 -0.261 -1.040 6.159 -2.335 1.091
C -1.198 -1.417 -0.261 -0.247 0.762 -0.542
C -0.167 -2.271 0.035 1.844 0.409 -1.728
H 1.595 -3.907 0.144 0.162 -0.719 0.689
H 2.968 -2.756 0.433 -0.298 -0.272 -0.360
H 2.517 -3.422 -1.247 0.000 0.548 1.452
H 2.492 -0.607 -1.040 -0.271 0.172 -0.812
H 0.703 1.005 -1.866 0.049 0.766 -0.274
H -1.667 0.380 -1.313 -3.224 2.528 -1.081
H -2.162 -1.740 0.125 -0.200 0.600 -0.344
H -0.298 -3.216 0.503 -0.487 -0.490 0.594
C -1.334 2.931 0.364 -0.992 1.518 -2.055
C -0.856 3.057 1.745 -3.741 0.047 3.620
H -1.197 1.929 0.063 0.523 -0.889 -0.883
H -2.427 3.100 0.221 0.654 0.138 0.327
H -0.798 3.697 -0.348 -0.872 -1.617 1.274
H -1.245 2.326 2.591 0.643 0.578 -2.237
H 0.158 3.033 1.773 3.047 0.125 0.382
H -1.272 3.963 2.215 0.730 0.285 -0.324

---

84
Properties=species:S:1:pos:R:3:forces:R:3 method="wB97M-V/def2-TZVPD" e_tot_ha=-8366.74385 multiplicity=3 homo_energy_ev="-12.35 / -12.68" e_above_lowest_kj_mol=51.9 lumo_energy_ha="-0.2092 / -0.2203" s2=2.02 total_charge=+2 homo_lumo_gap_ha="0.24467 / 0.24561"
W -0.373 0.004 -0.273 -0.617 -0.219 0.526
N 1.143 -2.686 -3.156 -0.067 -0.043 -0.016
C 0.305 -2.019 -2.388 0.181 0.130 0.046
O 0.729 -1.023 -1.742 -0.032 -0.152 -0.173
C -1.137 -2.343 -2.285 -0.075 -0.023 0.007
C -1.698 -1.606 -1.064 -0.169 -0.066 0.155
H 2.110 -2.401 -3.210 0.013 0.023 0.016
H 0.837 -3.475 -3.701 0.002 -0.011 -0.004
H -1.280 -3.424 -2.232 -0.026 0.011 -0.041
H -1.602 -2.013 -3.220 0.007 -0.015 0.016
H -1.905 -2.354 -0.307 0.043 0.098 -0.113
H -2.673 -1.174 -1.309 0.031 0.024 0.044
Cl 3.282 -0.111 0.599 0.059 0.043 -0.064
C 3.321 1.624 0.610 0.155 0.149 0.079
C 4.291 2.231 1.396 -0.064 -0.131 -0.063
C 4.397 3.609 1.403 -0.029 0.021 0.021
C 3.542 4.367 0.621 0.029 0.102 0.026
C 2.577 3.747 -0.149 -0.049 -0.189 0.004
Cl 1.568 4.756 -1.129 0.014 0.095 -0.015
C 2.417 2.350 -0.173 0.028 -0.038 0.142
S 1.232 1.620 -1.249 0.169 0.082 -0.188
H 4.966 1.618 1.975 0.006 -0.015 0.004
H 5.154 4.092 2.004 0.015 0.008 -0.006
H 3.625 5.445 0.592 0.004 0.004 0.002
O 1.450 -2.468 0.145 -0.010 -0.020 -0.311
N 0.684 -1.681 0.991 -0.087 0.095 0.151
C 0.712 -2.101 2.201 -0.058 0.090 0.203
C 0.040 -1.612 3.405 0.101 0.043 -0.176
C 0.684 -1.942 4.597 0.022 -0.003 0.061
C 0.155 -1.561 5.819 -0.054 0.032 -0.057
C -1.057 -0.889 5.846 0.037 -0.023 -0.064
C -1.722 -0.591 4.661 0.047 -0.024 0.070
C -1.175 -0.918 3.428 0.000 0.063 -0.089
P -2.136 -0.721 1.872 0.073 -0.055 0.041
C -3.405 0.493 2.307 -0.076 -0.065 -0.122
C -3.075 1.642 3.022 0.014 0.071 -0.075
C -4.023 2.634 3.225 0.005 -0.022 -0.007
C -5.311 2.481 2.728 0.017 -0.006 -0.005
C -5.643 1.343 2.006 0.017 0.001 -0.010
C -4.691 0.361 1.781 0.022 0.074 -0.006
C -2.966 -2.369 1.993 0.108 0.008 -0.044
C -2.267 -3.519 1.614 -0.013 0.038 -0.028
C -2.778 -4.782 1.860 -0.024 0.017 0.010
C -4.001 -4.923 2.499 -0.005 0.018 -0.012
C -4.691 -3.793 2.908 -0.008 -0.042 0.000
C -4.176 -2.528 2.668 0.008 0.095 0.073
H 2.023 -3.024 0.694 0.048 -0.082 0.030
H 1.361 -2.957 2.395 -0.017 0.003 0.044
H 1.611 -2.501 4.562 0.018 -0.008 0.023
H 0.670 -1.810 6.735 0.003 -0.003 0.023
H -1.505 -0.614 6.791 -0.008 0.002 0.017
H -2.688 -0.112 4.711 -0.024 -0.001 0.030
H -2.076 1.770 3.421 -0.010 0.027 0.004
H -3.758 3.523 3.782 -0.004 0.012 0.005
H -6.053 3.249 2.899 -0.009 0.018 0.003
H -6.640 1.226 1.603 -0.019 -0.004 0.004
H -4.950 -0.503 1.181 -0.020 0.006 -0.010
H -1.306 -3.443 1.124 0.033 -0.028 0.014
H -2.222 -5.656 1.551 0.013 -0.013 -0.002
H -4.409 -5.907 2.685 0.001 -0.014 0.011
H -5.634 -3.890 3.427 -0.016 -0.003 0.009
H -4.722 -1.672 3.039 0.031 -0.064 -0.003
Se -3.279 2.379 -0.328 -0.119 -0.102 0.097
Se -1.521 3.829 -0.092 0.039 0.095 0.074
C -0.490 2.996 1.289 -0.141 0.010 0.034
C -0.012 3.911 2.220 0.005 -0.056 0.010
C 0.857 3.507 3.219 -0.020 -0.061 -0.062
C 1.216 2.172 3.257 0.004 0.097 0.016
C 0.692 1.323 2.308 0.048 0.056 -0.008
N -0.165 1.688 1.335 0.067 -0.085 -0.152
C -2.660 1.719 -2.002 0.027 -0.249 0.201
C -3.354 2.068 -3.148 -0.013 -0.011 -0.029
C -2.853 1.710 -4.387 -0.032 0.020 0.057
C -1.637 1.053 -4.420 -0.011 0.002 0.013
C -1.016 0.726 -3.232 0.048 0.124 -0.086
N -1.527 0.995 -2.012 0.375 0.083 -0.441
H -0.333 4.940 2.144 0.011 0.027 0.016
H 1.244 4.218 3.936 -0.003 0.007 0.013
H 1.914 1.781 3.984 -0.003 0.008 0.019
H 1.031 0.307 2.284 -0.031 -0.132 0.020
H -4.261 2.648 -3.048 -0.008 0.006 -0.031
H -3.374 1.976 -5.296 -0.014 0.002 -0.003
H -1.156 0.800 -5.354 0.017 -0.006 -0.001
H -0.047 0.256 -3.264 -0.029 0.042 0.033

---

21
Properties=species:S:1:pos:R:3:forces:R:3 method="wB97M-V/def2-TZVPD" e_tot_ha=-586.71728 homo_energy_ev="-7.82 / -7.69" e_above_lowest_kj_mol=533.3 lumo_energy_ha="-0.0313 / -0.0022" homo_lumo_gap_ha="0.25606 / 0.28028"
C 2.812 0.294 0.418 0.802 -1.206 0.020
C 2.262 -0.939 0.325 2.071 -1.901 0.558
C 2.070 1.400 0.056 3.209 2.136 0.797
C 0.101 -0.031 -0.277 -1.118 1.299 -0.575
C 0.967 -1.111 -0.067 -1.218 -0.769 0.324
C 0.763 1.292 -0.224 -2.250 -1.596 -0.728
C -3.742 -0.006 -0.229 0.343 -0.016 -2.109
N 0.545 -2.386 -0.166 -2.624 0.846 -0.788
N 0.005 2.341 -0.622 -3.012 -1.117 0.359
N -2.674 -0.165 0.445 0.373 0.823 1.410
O -2.323 -0.131 1.605 -0.512 -0.395 -0.531
O -1.155 -0.187 -0.730 2.334 0.310 -0.411
H 3.852 0.175 0.720 -0.019 1.353 -0.136
H 2.938 -1.861 0.488 -1.304 1.510 -0.174
H 2.647 2.371 0.034 -1.188 -0.883 -0.004
H -4.734 0.057 0.217 0.392 0.002 0.226
H -3.614 0.082 -1.357 -0.109 -0.344 1.776
H 1.253 -3.012 -0.010 1.470 -2.115 0.066
H -0.199 -2.597 -0.823 0.235 -0.056 0.420
H 0.405 3.221 -0.500 0.430 1.583 0.358
H -1.000 2.223 -0.311 1.696 0.536 -0.858